(1)
C52H28Cl4F8N5Zr as an isolated structure, computed with ωB97M-V/def2-TZVPD.

Summary:
- energy above the lowest of the compared OMol25 structures with the same formula, charge and spin (kcal/mol) = 38.07
- multiplicity = 1
- HOMO energy (eV) = -9.92
- net charge = +1
- lowest unoccupied orbital energy (hartree) = -0.167
- F_max (eV/A) = 0.81

Each line ends with the Mulliken charge.
Positions of all 98 atoms, in Å:
1 Zr -0.015 0.120 -0.287  1.112
2 Cl -5.379 3.579 -6.558  -0.191
3 C -4.359 2.572 -5.597  0.381
4 C -2.988 2.591 -5.791  -1.432
5 C -2.176 1.785 -5.016  0.132
6 C -2.702 0.905 -4.057  0.793
7 C -4.084 0.992 -3.823  -0.697
8 C -4.907 1.794 -4.590  -1.235
9 C -1.823 0.092 -3.189  1.155
10 C -0.430 0.051 -3.381  0.044
11 C 0.257 0.068 -4.644  -1.715
12 C 1.579 -0.061 -4.390  -1.304
13 C 1.736 -0.112 -2.967  0.628
14 C 2.951 -0.023 -2.299  1.102
15 C 4.185 0.190 -3.104  -0.397
16 C 4.360 1.373 -3.818  0.005
17 C 5.511 1.587 -4.559  -1.038
18 C 6.490 0.605 -4.588  0.337
19 Cl 7.929 0.865 -5.514  -0.192
20 C 6.335 -0.579 -3.885  -0.992
21 C 5.182 -0.780 -3.142  0.040
22 C 3.082 -0.060 -0.907  0.441
23 N 2.068 -0.346 -0.028  -0.211
24 C 2.616 -0.277 1.246  0.228
25 C 1.970 -0.697 2.406  1.789
26 C 2.694 -0.612 3.703  -0.825
27 C 3.858 -1.345 3.924  -0.120
28 C 4.519 -1.272 5.140  -1.034
29 C 4.012 -0.456 6.140  0.322
30 Cl 4.835 -0.357 7.658  -0.193
31 C 2.852 0.278 5.944  -1.083
32 C 2.197 0.191 4.727  0.129
33 C 0.704 -1.293 2.410  0.824
34 C 0.149 -2.021 3.505  -1.826
35 C -1.019 -2.567 3.073  -1.718
36 C -1.199 -2.158 1.717  0.437
37 N -0.144 -1.370 1.322  -0.048
38 C -2.297 -2.495 0.918  1.663
39 C -2.513 -1.987 -0.353  -0.280
40 C -3.594 -2.347 -1.211  -1.253
41 C -3.523 -1.553 -2.309  -1.964
42 C -2.369 -0.717 -2.158  0.258
43 N -1.747 -1.008 -0.972  0.647
44 C -3.299 -3.446 1.473  -0.361
45 C -4.594 -3.017 1.754  0.090
46 C -5.532 -3.892 2.277  -1.062
47 C -5.169 -5.210 2.512  0.356
48 Cl -6.336 -6.310 3.160  -0.192
49 C -3.888 -5.659 2.234  -1.019
50 C -2.956 -4.772 1.718  0.083
51 C 3.983 0.134 1.143  -1.318
52 C 4.278 0.237 -0.179  -1.474
53 N 0.489 -0.137 -2.375  0.532
54 H -2.556 3.259 -6.523  0.432
55 H -1.113 1.903 -5.136  0.556
56 H -4.539 0.469 -2.998  0.506
57 H -5.969 1.839 -4.390  0.438
58 H -0.216 0.077 -5.611  0.901
59 H 2.382 -0.133 -5.104  0.709
60 H 3.592 2.137 -3.787  0.575
61 H 5.653 2.507 -5.109  0.423
62 H 7.108 -1.334 -3.924  0.423
63 H 5.054 -1.707 -2.595  0.495
64 H 4.243 -1.989 3.144  0.569
65 H 5.417 -1.846 5.318  0.427
66 H 2.472 0.907 6.737  0.463
67 H 1.286 0.757 4.568  0.515
68 H 0.612 -2.134 4.472  0.594
69 H -1.695 -3.201 3.623  0.615
70 H -4.301 -3.135 -1.013  0.647
71 H -4.139 -1.605 -3.190  0.848
72 H -4.872 -1.987 1.562  0.481
73 H -6.536 -3.561 2.502  0.422
74 H -3.627 -6.692 2.417  0.428
75 H -1.953 -5.118 1.497  0.515
76 H 4.644 0.301 1.977  0.721
77 H 5.223 0.503 -0.623  0.588
78 F -1.283 1.844 -0.904  -0.378
79 C -0.356 3.053 -0.652  -0.819
80 F 0.872 2.203 -0.620  -0.305
81 C -0.274 3.642 -2.067  1.060
82 F 0.598 4.653 -2.047  -0.282
83 F 0.134 2.792 -3.037  -0.133
84 F -1.472 4.107 -2.419  -0.294
85 F -2.101 2.792 6.101  -0.249
86 C -1.749 3.629 5.115  0.622
87 F -2.821 4.367 4.809  -0.241
88 F -0.802 4.442 5.584  -0.278
89 C -1.278 2.851 3.909  0.466
90 C -2.115 1.890 3.360  -1.246
91 C -1.666 1.187 2.263  -0.505
92 N -0.465 1.405 1.712  1.405
93 C 0.327 2.340 2.236  -0.472
94 C -0.038 3.083 3.345  -1.025
95 H -3.092 1.688 3.777  0.519
96 H -2.280 0.415 1.811  0.416
97 H 1.280 2.499 1.750  0.522
98 H 0.633 3.828 3.745  0.573

---

(2)
A 2-piece molecular cluster, C19H15Cl2FN2O4 overall in a non-equilibrium geometry, computed with ωB97M-V/def2-TZVPD.

Summary:
- multiplicity = 1
- HOMO energy (eV) = -6.21
- lowest unoccupied orbital energy (hartree) = -0.134
- F_max (eV/A) = 3.92

Each line ends with the Mulliken charge.
Positions of all 43 atoms, in Å:
1 C -0.245 2.549 -1.135  -1.153
2 C -1.030 2.766 -2.434  1.779
3 C -1.029 4.246 -2.875  -1.722
4 O -0.434 2.052 -3.541  -0.444
5 C -0.536 0.672 -3.474  0.403
6 O 0.069 -0.001 -4.289  -0.704
7 C -1.438 0.109 -2.445  0.494
8 C -1.725 -1.345 -2.624  -1.604
9 C -1.043 -2.357 -1.715  0.505
10 C -1.675 -2.773 -0.533  -0.548
11 C -0.910 -3.299 0.506  -0.369
12 C 0.433 -3.629 0.297  0.455
13 C 1.223 -4.191 1.355  0.142
14 N 1.875 -4.671 2.213  -0.644
15 C 0.973 -3.473 -0.985  -0.501
16 C 0.213 -2.911 -2.012  -0.441
17 C -2.600 0.985 -2.214  0.346
18 O -3.719 0.567 -1.989  -0.716
19 O -2.393 2.351 -2.316  -0.437
20 H -0.224 1.483 -0.849  0.147
21 H 0.780 2.922 -1.292  0.319
22 H -0.722 3.141 -0.336  0.280
23 H -1.563 4.318 -3.830  0.405
24 H -1.532 4.855 -2.111  0.370
25 H 0.012 4.573 -3.006  0.371
26 H -2.808 -1.432 -2.479  0.423
27 H -1.396 -1.551 -3.654  0.478
28 H -2.751 -2.614 -0.391  0.372
29 H -1.324 -3.407 1.515  0.403
30 H 2.023 -3.744 -1.132  0.408
31 H 0.628 -2.849 -3.024  0.393
32 Cl 2.065 -1.944 2.678  -0.036
33 C 2.015 -0.577 3.616  0.410
34 N 1.362 0.472 3.102  0.217
35 F 0.441 0.245 1.887  -0.130
36 C 1.291 1.633 3.765  0.376
37 Cl 0.380 2.852 3.036  -0.057
38 C 1.966 1.770 4.981  -0.573
39 C 2.614 0.675 5.583  -0.140
40 C 2.608 -0.526 4.872  -0.546
41 H 1.950 2.737 5.465  0.410
42 H 3.100 0.751 6.562  0.430
43 H 3.075 -1.429 5.251  0.428

---

(3)
C26H27Br3Cl2LuO5 as an isolated structure in a non-equilibrium geometry, computed with ωB97M-V/def2-TZVPD.

Summary:
- multiplicity = 1
- HOMO energy (eV) = -15.43
- net charge = +3
- lowest unoccupied orbital energy (hartree) = -0.502
- F_max (eV/A) = 1.74

Each line ends with the Mulliken charge.
Positions of all 64 atoms, in Å:
1 C 1.285 1.518 3.998  -1.068
2 C 1.022 2.841 3.265  -0.706
3 C 0.216 2.691 2.000  -0.294
4 O 1.060 2.503 0.859  -0.358
5 C 0.853 1.427 0.064  0.088
6 C 1.833 0.412 0.048  1.079
7 C 3.082 0.561 0.871  -1.267
8 C 4.278 1.228 0.136  -0.141
9 C 3.960 1.835 -1.204  -1.316
10 Br 5.689 -0.081 -0.101  -0.057
11 C 1.618 -0.722 -0.747  0.501
12 C 2.619 -1.798 -0.737  -0.148
13 Cl 3.620 -1.907 -2.004  0.139
14 C 2.714 -2.724 0.336  0.489
15 C 1.847 -2.689 1.515  -1.102
16 Cl 3.815 -3.924 0.275  -0.002
17 C 0.457 -0.838 -1.528  0.286
18 C -0.464 0.204 -1.546  1.466
19 C -0.276 1.344 -0.758  0.621
20 C -1.273 2.400 -0.746  -0.765
21 Br -2.995 1.507 -0.134  0.533
22 C -1.304 3.674 -1.095  0.676
23 C -2.421 4.629 -1.096  -1.320
24 Br 0.282 4.373 -1.747  0.073
25 C -1.685 0.037 -2.378  -1.074
26 O -2.174 0.969 -2.948  -0.541
27 C -2.215 -1.306 -2.378  -0.365
28 C -1.386 -2.352 -2.278  0.239
29 C -1.823 -3.779 -2.103  -0.945
30 C -3.133 -3.957 -1.276  -0.901
31 C -3.111 -3.233 0.084  -0.005
32 C -4.176 -2.215 0.364  0.418
33 O -4.087 -1.401 1.261  -0.581
34 O -5.244 -2.284 -0.420  -0.406
35 C 0.072 -2.072 -2.277  -0.279
36 O 0.861 -2.791 -2.802  -0.520
37 H 0.988 0.665 3.397  0.198
38 H 0.717 1.461 4.911  0.354
39 H 2.328 1.384 4.237  0.330
40 H 0.418 3.456 3.918  0.512
41 H 1.937 3.378 3.065  0.293
42 H -0.450 1.836 2.110  0.157
43 H -0.412 3.565 1.833  0.420
44 H 3.397 -0.425 1.169  0.476
45 H 2.855 1.129 1.754  -0.084
46 H 4.664 1.998 0.780  0.591
47 H 3.158 2.557 -1.120  0.194
48 H 3.653 1.069 -1.905  0.343
49 H 4.848 2.288 -1.615  0.523
50 H 1.796 -3.659 1.981  0.537
51 H 2.297 -2.023 2.248  0.302
52 H 0.854 -2.334 1.283  0.130
53 H -3.330 4.200 -0.702  0.342
54 H -2.629 4.904 -2.122  0.385
55 H -2.173 5.522 -0.540  0.408
56 H -3.276 -1.450 -2.404  0.911
57 H -1.030 -4.265 -1.546  0.404
58 H -1.884 -4.293 -3.053  0.425
59 H -3.244 -5.012 -1.098  0.479
60 H -3.964 -3.625 -1.872  0.516
61 H -3.178 -3.931 0.910  0.516
62 H -2.195 -2.681 0.237  -0.176
63 H -5.515 -1.414 -0.740  0.327
64 Lu -4.048 1.618 2.115  0.744

---

(4)
A 2-piece molecular cluster, C4H8NS overall in a non-equilibrium geometry, computed with ωB97M-V/def2-TZVPD.

Summary:
- energy above the lowest of the compared OMol25 structures with the same formula, charge and spin (kcal/mol) = 116.59
- multiplicity = 1
- HOMO energy (eV) = -12.32
- net charge = +1
- lowest unoccupied orbital energy (hartree) = -0.182
- F_max (eV/A) = 3.88

Each line ends with the Mulliken charge.
Positions of all 14 atoms, in Å:
1 C 0.431 1.148 -0.040  0.235
2 C 1.436 -1.207 -0.299  -0.322
3 C 2.476 -0.315 0.155  -0.347
4 C -2.984 0.367 -0.402  -0.249
5 N 1.168 0.154 -0.004  0.103
6 S -3.947 -0.135 0.880  0.022
7 H -0.645 0.964 -0.277  -0.089
8 H 1.380 -1.381 -1.313  0.287
9 H 0.904 -1.907 0.237  0.296
10 H 2.826 -0.312 1.137  0.284
11 H 3.264 -0.056 -0.536  0.266
12 H -2.030 -0.310 -0.331  0.045
13 H 0.615 2.240 0.024  0.286
14 H -4.895 0.751 0.769  0.182

---

Listing DFT total energy for the structures above in their given order: -4958.88276 -2163.52433 -11259.82190 -609.68415 Ha.